Record 1
{
  "formula": "C47H44Br2CdN6O2PS",
  "method": "the ωB97M-V functional and the def2-TZVPD basis",
  "elements": ["Cd", "C", "C", "N", "C", "C", "N", "C", "C", "C", "C", "C", "N", "C", "C", "N", "C", "C", "N", "C", "C", "C", "N", "C", "C", "H", "H", "H", "H", "H", "H", "H", "H", "H", "H", "H", "H", "Br", "C", "Br", "H", "H", "C", "C", "C", "C", "C", "C", "C", "C", "C", "C", "C", "C", "C", "C", "C", "H", "H", "H", "H", "H", "H", "H", "H", "H", "H", "O", "C", "O", "C", "C", "C", "C", "S", "C", "C", "H", "H", "H", "H", "H", "C", "C", "P", "C", "C", "C", "C", "H", "H", "H", "H", "H", "H", "H", "H", "H", "H", "H", "H", "H", "H", "H"],
  "xyz": [[-1.32564, -0.23914, 0.05734], [-2.22185, -4.18990, 2.12095], [-2.39126, -3.08029, 1.33438], [-1.76736, -1.92155, 1.57659], [-0.95308, -1.86389, 2.67347], [-0.78142, -3.04625, 3.44482], [-1.38209, -4.17664, 3.19393], [-0.33401, -0.61876, 2.99314], [0.55790, -0.42920, 4.07812], [1.08836, 0.80436, 4.33884], [0.68387, 1.90444, 3.53012], [-0.18065, 1.65945, 2.48857], [-0.63504, 0.43948, 2.17965], [-0.71328, 2.77304, 1.65410], [0.05284, 3.89401, 1.33918], [-0.41749, 4.88977, 0.59916], [-1.66439, 4.75686, 0.15795], [-2.43106, 3.64142, 0.46268], [-1.96296, 2.65520, 1.21444], [2.06685, 0.99863, 5.42605], [3.08118, 1.94880, 5.32366], [3.98801, 2.09366, 6.36073], [3.96023, 1.37660, 7.48160], [2.98672, 0.47220, 7.57944], [2.03275, 0.24981, 6.60173], [-2.73816, -5.11318, 1.89744], [-3.02066, -3.09217, 0.45436], [-0.11704, -3.03199, 4.30189], [0.85826, -1.27614, 4.67849], [0.97896, 2.91343, 3.77890], [1.08013, 3.97370, 1.67629], [-2.05851, 5.54803, -0.46988], [-3.44035, 3.53239, 0.08233], [3.18148, 2.55639, 4.43394], [4.78367, 2.82700, 6.28080], [2.96072, -0.10551, 8.49741], [1.25633, -0.48484, 6.76959], [-4.67985, 2.02966, -2.46875], [-5.08203, 0.34490, -1.62188], [-4.55008, 0.30211, 0.22541], [-4.51574, -0.43911, -2.11891], [-6.15355, 0.20299, -1.66131], [-0.76122, 1.24257, -1.39119], [-0.23220, 2.23281, -1.88668], [0.38902, 3.40290, -2.32281], [-0.44522, 4.46072, -2.88152], [-1.67276, 4.12692, -3.47772], [-2.53419, 5.10748, -3.93300], [-2.20324, 6.45201, -3.79902], [-0.99759, 6.79870, -3.20372], [-0.12652, 5.82036, -2.75187], [1.82945, 3.53298, -2.10410], [2.45425, 2.76530, -1.10839], [3.81820, 2.84533, -0.89494], [4.60389, 3.68416, -1.67747], [4.00590, 4.43162, -2.68244], [2.63843, 4.35823, -2.89611], [-1.93470, 3.08004, -3.56565], [-3.47249, 4.82209, -4.39371], [-2.88200, 7.22001, -4.14774], [-0.73891, 7.84245, -3.07260], [0.78057, 6.11014, -2.23955], [1.84420, 2.10263, -0.50605], [4.27022, 2.24723, -0.11222], [5.67205, 3.74569, -1.51214], [4.61076, 5.06950, -3.31533], [2.19350, 4.92309, -3.70434], [-2.87291, -8.77435, -2.67828], [-3.69307, -7.93382, -1.98917], [-4.64212, -8.39642, -1.41335], [-3.34924, -6.49141, -2.01513], [-4.29160, -5.58454, -1.52850], [-4.04037, -4.22843, -1.53256], [-2.82814, -3.69654, -2.01093], [-2.50177, -1.98593, -2.00915], [-1.89019, -4.62420, -2.49932], [-2.14313, -5.98111, -2.50001], [-2.21186, -8.25753, -3.15266], [-5.22929, -5.97082, -1.15073], [-4.79623, -3.54378, -1.16568], [-0.95417, -4.25577, -2.89624], [-1.35589, -6.63278, -2.86936], [2.74132, -0.60658, 1.36794], [2.63980, -0.94507, -0.11561], [1.00844, -1.66641, -0.57481], [1.10358, -1.71632, -2.41007], [2.46835, -1.88703, -3.07063], [1.08088, -3.41073, -0.01205], [2.12811, -4.33828, -0.61816], [3.70242, -0.14470, 1.60490], [2.64420, -1.49808, 1.99216], [1.95136, 0.08482, 1.66867], [3.45706, -1.60656, -0.41787], [2.74090, -0.03526, -0.71480], [0.63831, -0.78352, -2.74126], [0.40125, -2.49211, -2.71551], [3.13912, -1.06555, -2.81685], [2.36417, -1.88988, -4.15767], [2.96182, -2.81589, -2.78309], [0.07550, -3.80575, -0.19356], [1.17947, -3.37147, 1.07817], [1.92252, -4.52187, -1.67394], [2.12528, -5.30534, -0.11173], [3.13602, -3.92574, -0.53963]],
  "mulliken_charge": [1.916, -0.657, -0.671, -0.119, 0.351, -0.096, -0.729, -0.791, -0.164, 0.880, -0.743, 0.101, -0.248, 0.303, -0.629, -0.571, -0.627, -0.213, -0.392, 0.499, -0.723, -0.342, -0.676, -0.413, -0.434, 0.472, 0.656, 0.390, 0.342, 0.872, 0.439, 0.460, 0.489, 0.457, 0.368, 0.369, 0.442, -0.110, -0.110, -0.059, -0.026, 0.394, -0.648, -0.468, 0.556, 0.024, -0.386, -0.702, -0.505, -0.934, -0.088, 0.355, 0.033, -1.027, -0.549, -0.815, -0.039, 0.576, 0.404, 0.393, 0.371, 0.469, 0.396, 0.471, 0.416, 0.374, 0.579, -0.493, 0.704, -0.592, 0.943, -0.766, -0.289, 0.114, -0.367, -0.736, -0.993, 0.296, 0.400, 0.403, 0.361, 0.134, -0.899, -0.730, 0.541, 0.185, -1.405, 0.098, -1.565, 0.571, 0.460, -0.288, 0.687, -0.082, 0.155, -0.188, 0.241, 0.465, 0.247, 0.039, 0.390, 0.293, 0.447, 0.306],
  "charge": -1,
  "lumo_energy_ev": [1.8204, 1.2903],
  "orbital_gap_ev": [6.385, 4.517],
  "e_above_lowest_ev": 0.0000
}



Record 2
{
  "formula": "C47H44Br2MnN5OSi",
  "method": "the ωB97M-V functional and the def2-TZVPD basis",
  "elements": ["Mn", "C", "C", "C", "C", "C", "C", "N", "C", "C", "C", "C", "C", "N", "C", "C", "C", "C", "C", "C", "N", "H", "H", "H", "H", "H", "H", "H", "H", "H", "H", "H", "H", "H", "H", "H", "Br", "C", "Br", "H", "H", "C", "N", "N", "C", "O", "C", "C", "C", "C", "C", "C", "C", "C", "C", "H", "H", "H", "H", "H", "H", "H", "H", "H", "H", "H", "H", "C", "C", "C", "C", "C", "C", "Si", "C", "C", "C", "C", "C", "C", "C", "C", "C", "C", "C", "C", "H", "H", "H", "H", "H", "H", "H", "H", "H", "H", "H", "H", "H", "H", "H"],
  "xyz": [[-0.15331, -0.65190, 0.42627], [1.34029, -0.65370, 3.73307], [1.11602, 0.74092, 3.24875], [1.63290, 1.79474, 3.99542], [1.49439, 3.09208, 3.53142], [0.77949, 3.29306, 2.36462], [0.22113, 2.19963, 1.70203], [0.41973, 0.92862, 2.11900], [-0.60450, 2.40907, 0.50302], [-1.34546, 3.58305, 0.37706], [-2.04885, 3.82093, -0.79009], [-2.01104, 2.85985, -1.78203], [-1.30370, 1.67089, -1.57072], [-0.61457, 1.44061, -0.43599], [-1.29996, 0.69920, -2.64620], [-1.97101, 0.63451, -3.81292], [-2.07884, -1.89960, -4.47537], [-1.26313, -3.06845, -3.98292], [-0.85062, -2.98995, -2.72205], [-0.45907, -4.13337, -1.85449], [-0.94207, -1.71120, -2.05075], [0.86534, -0.80335, 4.70138], [2.40597, -0.83178, 3.86346], [0.96348, -1.38625, 3.02127], [2.14381, 1.58881, 4.92321], [1.92443, 3.92190, 4.07368], [0.65318, 4.28598, 1.96478], [-1.39869, 4.27959, 1.19723], [-2.60069, 4.73792, -0.93237], [-2.52371, 3.01465, -2.71806], [-2.71934, 1.24229, -4.28468], [-2.36395, -2.00377, -5.52604], [-1.19613, -3.97320, -4.56525], [-0.08273, -4.95341, -2.45520], [-1.33741, -4.47822, -1.29925], [0.29787, -3.82393, -1.14251], [-3.10012, 0.90340, 2.17255], [-2.48811, -0.55206, 3.28663], [-1.75265, -2.03280, 2.25137], [-3.33450, -0.92568, 3.85772], [-1.68525, -0.19030, 3.92573], [-4.09872, -3.14399, -4.08790], [-3.36518, -1.92169, -3.76222], [-3.32904, -1.72571, -2.35567], [-2.26913, -1.46859, -1.58540], [-2.36716, -0.99391, -0.45255], [-0.54301, -0.59501, -2.90911], [-1.27122, -0.61096, -4.29291], [-0.36336, -0.39848, -5.49882], [-4.62551, -1.64824, -1.76523], [-5.65006, -0.97988, -2.42000], [-6.93520, -1.03614, -1.91232], [-7.18953, -1.71598, -0.73178], [-6.15309, -2.33786, -0.05264], [-4.87313, -2.32524, -0.57881], [-5.12533, -3.05498, -3.74488], [-3.65074, -4.04130, -3.64909], [-4.10884, -3.24582, -5.16964], [0.54338, -0.54261, -2.96069], [0.25273, 0.48492, -5.35006], [-0.95467, -0.26334, -6.40236], [0.28673, -1.26058, -5.63092], [-5.44006, -0.45586, -3.34062], [-7.74374, -0.56532, -2.45362], [-8.19481, -1.76894, -0.34124], [-6.34323, -2.86409, 0.87089], [-4.07193, -2.85315, -0.08617], [6.12042, 1.06750, 0.08069], [5.98928, 0.01783, -0.81246], [4.80249, -0.68864, -0.88399], [3.71360, -0.36699, -0.07713], [3.86255, 0.69814, 0.80844], [5.05191, 1.40084, 0.89381], [2.09975, -1.44261, -0.17656], [2.48879, -2.46186, -1.78169], [2.63427, -3.84527, -1.74199], [2.87179, -4.57621, -2.89408], [2.97021, -3.93922, -4.11711], [2.88559, -2.55865, -4.16970], [2.65573, -1.83256, -3.01430], [2.32269, -2.75953, 1.25529], [3.49961, -2.77475, 1.99798], [3.67460, -3.66707, 3.04078], [2.67885, -4.57255, 3.36814], [1.50524, -4.58004, 2.63271], [1.32902, -3.67846, 1.59751], [7.04583, 1.62076, 0.13988], [6.81457, -0.25412, -1.45247], [4.73301, -1.51129, -1.57800], [3.03684, 0.98192, 1.44500], [5.14746, 2.21490, 1.59793], [2.55984, -4.36332, -0.79754], [2.97546, -5.64848, -2.83531], [3.11912, -4.51047, -5.02303], [3.00693, -2.04975, -5.11477], [2.63855, -0.75146, -3.06888], [4.29127, -2.08313, 1.74852], [4.59444, -3.65476, 3.60599], [2.81378, -5.26604, 4.18615], [0.72365, -5.28667, 2.86849], [0.38936, -3.69472, 1.05416]],
  "mulliken_spin": [4.815, 0.020, 0.024, -0.006, 0.002, 0.003, 0.038, 0.007, -0.012, -0.005, 0.004, 0.001, 0.000, -0.017, 0.079, 0.004, 0.005, -0.002, 0.053, -0.039, 0.081, 0.002, 0.003, -0.004, 0.001, 0.000, 0.000, 0.000, 0.000, -0.001, -0.001, 0.000, -0.001, 0.000, 0.000, 0.026, 0.005, 0.005, 0.045, 0.000, 0.003, 0.000, 0.001, 0.005, -0.129, -0.016, -0.003, 0.002, -0.001, 0.000, 0.001, 0.000, 0.000, 0.000, 0.001, 0.000, 0.000, 0.000, -0.042, 0.000, 0.000, 0.000, 0.000, 0.000, 0.000, 0.000, -0.001, 0.001, -0.001, 0.004, 0.011, -0.039, 0.000, 0.035, -0.033, -0.003, -0.001, 0.001, 0.000, -0.005, -0.058, 0.014, 0.001, 0.004, 0.002, 0.055, 0.000, 0.000, 0.000, 0.027, 0.000, 0.000, 0.000, 0.000, 0.000, -0.004, 0.000, 0.000, 0.000, 0.001, 0.030],
  "charge": 1,
  "spin_multiplicity": 6,
  "lumo_energy_ev": [-2.7983, -2.9182],
  "orbital_gap_ev": [6.707, 6.956],
  "e_above_lowest_ev": 0.7648
}